Entry from the OMol25 dataset: a structure of composition C2H3N2O2 at a distorted geometry (ωB97M-V/def2-TZVPD).

Last column: natural (NBO) charge in e.
CARTESIAN COORDINATES (ANGSTROEM)
C1 1.09709 0.11620 -0.10351  -0.004
C2 -0.01888 0.07506 -1.08634  0.458
N1 0.80490 0.23048 1.11027  -0.502
N2 -1.87784 -0.79867 0.72943  0.629
O1 -2.71182 -0.16151 1.06155  0.044
O2 -1.18589 -0.15733 -0.85204  -0.431
H1 2.10166 0.09073 -0.53660  0.213
H2 0.24703 0.31306 -2.12934  0.198
H3 1.54375 0.29198 1.80658  0.395

Forces on atoms 1 to 3 (eV/Å):
0.64 -0.03 0.24
0.62 0.32 -0.72
-1.08 -0.14 0.29

Calculated values
Calculated total energy = -9186.2069 eV
Relative energy (zero: lowest compared OMol25 entry of this formula, charge and spin) = 397.3 kJ/mol
Charge = +1
Frontier orbital gap = 8.79 eV
2S+1 = 1